Entry 1:
Density functional theory data (wB97M-V/def2-TZVPD) for C14H21N3O8P2Re as an isolated structure.

LUMO energy (spin up / spin down)   -5.9 / -7.5 eV
Total charge   +2
HOMO energy (spin up / spin down)   -13.80 / -14.04 eV
Maximum force   1.93 eV Å⁻¹
HOMO-LUMO gap (spin up / spin down)   7.9 / 6.6 eV
2S+1   4
Calculated total energy   -2073.02196 Ha

CARTESIAN COORDINATES (ANGSTROEM)
Re1 0.06 0.16 0.25
O1 2.02 0.28 0.26
C1 2.98 0.26 1.17
C2 4.31 0.41 0.77
C3 5.34 0.40 1.68
C4 5.07 0.20 3.04
C5 3.78 0.03 3.46
C6 2.71 0.07 2.56
C7 1.35 -0.07 3.01
N1 0.23 -0.15 2.26
C8 -0.86 -0.27 3.11
C9 -0.40 -0.28 4.38
N2 0.97 -0.15 4.29
H1 4.51 0.55 -0.29
H2 6.36 0.54 1.35
H3 5.88 0.17 3.76
H4 3.59 -0.15 4.51
H5 -1.87 -0.33 2.75
H6 -0.93 -0.36 5.32
H7 1.59 -0.08 5.08
N3 -3.20 2.66 -2.27
C10 -2.60 2.45 -0.90
C11 -2.98 3.58 0.04
P1 -3.13 0.73 -0.41
O2 -4.24 0.96 0.70
O3 -3.63 0.12 -1.67
O4 -1.97 0.03 0.31
P2 -0.77 2.48 -1.12
O5 -0.50 0.98 -1.83
O6 -0.39 3.55 -2.03
O7 -0.13 2.22 0.25
H8 -3.48 1.70 -2.60
H9 -2.52 3.10 -2.90
H10 -4.03 3.25 -2.24
H11 -4.06 3.66 0.17
H12 -2.59 4.53 -0.34
H13 -2.54 3.42 1.02
H14 -5.07 0.47 0.55
H15 0.04 1.04 -2.64
C12 0.12 -3.99 -1.28
C13 -0.19 -2.96 -0.26
C14 -0.99 -3.35 0.92
O8 0.23 -1.80 -0.43
H16 -0.74 -4.62 -1.47
H17 0.91 -4.64 -0.88
H18 0.49 -3.55 -2.20
H19 -0.57 -4.25 1.38
H20 -2.00 -3.61 0.59
H21 -1.04 -2.55 1.66



Entry 2:
Density functional theory data (wB97M-V/def2-TZVPD) for C10H17FeN5O6 as an isolated structure.

LUMO energy (spin up / spin down)   -10.8 / -10.7 eV
Total charge   +3
HOMO energy (spin up / spin down)   -18.63 / -18.67 eV
Maximum force   1.13 eV Å⁻¹
HOMO-LUMO gap (spin up / spin down)   7.8 / 8.0 eV
2S+1   2
Calculated total energy   -2379.23710 Ha

CARTESIAN COORDINATES (ANGSTROEM)
Fe1 -0.30 -0.01 0.01
O1 -2.74 3.18 -0.47
C1 -1.86 2.29 -0.17
O2 -1.59 1.30 -0.85
C2 -1.10 2.50 1.10
C3 -1.21 3.54 2.01
C4 -0.37 3.51 3.12
C5 0.56 2.48 3.26
C6 0.59 1.49 2.30
N1 -0.24 1.51 1.26
C7 1.50 0.29 2.16
O3 2.43 -0.01 2.99
O4 1.32 -0.41 1.16
H1 -3.22 2.99 -1.30
H2 -1.93 4.34 1.87
H3 -0.42 4.29 3.87
H4 1.22 2.47 4.12
H5 2.52 0.56 3.77
N2 -1.83 -0.91 0.87
N3 -1.04 -2.08 0.95
C8 -0.55 -2.52 -0.33
O5 -0.23 -3.65 -0.48
O6 -0.47 -1.47 -1.14
H6 -2.20 -0.66 1.79
H7 -2.61 -1.05 0.23
H8 -1.18 -2.80 1.65
N4 3.54 2.50 -3.64
C9 2.65 1.36 -3.21
C10 1.88 1.64 -1.92
N5 1.06 0.46 -1.57
H9 4.03 2.27 -4.51
H10 4.26 2.72 -2.94
H11 3.02 3.37 -3.82
H12 3.30 0.49 -3.10
H13 1.97 1.18 -4.04
H14 1.22 2.50 -2.04
H15 2.57 1.85 -1.10
H16 1.67 -0.35 -1.48
H17 0.45 0.22 -2.35



Entry 3:
Density functional theory data (wB97M-V/def2-TZVPD) for one molecule with the formula C5H4N2O2S.

LUMO energy (spin up / spin down)   -1.2 / -1.5 eV
HOMO energy (spin up / spin down)   -8.34 / -8.34 eV
Maximum force   4.15 eV Å⁻¹
HOMO-LUMO gap (spin up / spin down)   7.2 / 6.8 eV
Relative energy (zero: lowest compared OMol25 entry of this formula, charge and spin)   166.8 kcal/mol
Calculated total energy   -850.83578 Ha

CARTESIAN COORDINATES (ANGSTROEM)
C1 -2.97 -0.30 -0.10
C2 1.55 -1.63 0.28
C3 1.21 0.93 0.03
C4 -0.69 -1.01 -0.10
C5 0.55 2.06 -0.01
N1 -1.70 -0.53 -0.58
N2 0.29 -1.71 -0.09
O1 3.80 -0.09 0.30
O2 -3.57 -0.95 0.70
S1 2.52 -0.23 -0.30
H1 -3.36 0.79 -0.42
H2 2.05 -2.59 0.35
H3 -0.22 2.24 0.71
H4 0.53 3.01 -0.76



Entry 4:
Density functional theory data (wB97M-V/def2-TZVPD) for C2H3NO as an isolated structure.

LUMO energy   -0.4 eV
HOMO energy   -9.45 eV
Maximum force   7.43 eV Å⁻¹
HOMO-LUMO gap   9.1 eV
Relative energy (zero: lowest compared OMol25 entry of this formula, charge and spin)   154.9 kcal/mol
Calculated total energy   -207.75080 Ha

CARTESIAN COORDINATES (ANGSTROEM)
C1 -0.17 -0.70 0.25
C2 -0.31 0.42 -0.67
N1 0.90 0.07 0.02
O1 -0.72 -1.62 1.67
H1 -0.38 0.43 -1.72
H2 -0.96 1.18 -0.35
H3 1.63 0.22 0.79